*w*
DFT (the ωB97M-V functional and the def2-TZVPD basis) results for a single C2H2F2 molecule.

Calculated values
structure (SMILES)	F/C=C\F
HOMO-LUMO gap	11.254	eV
LUMO	0.921	eV

Element x y z (Å)
C1 -0.600 0.040 -0.023
C2 0.656 0.039 -0.027
H1 -1.161 0.998 -0.061
H2 1.180 0.929 0.126
F1 -1.497 -0.985 0.000
F2 1.422 -1.021 -0.015

---

*x*
DFT (the ωB97M-V functional and the def2-TZVPD basis) results for a single C2H2F2 molecule.

Calculated values
structure (SMILES)	F/C=C\F
HOMO-LUMO gap	10.817	eV
LUMO	0.979	eV

Element x y z (Å)
C1 -0.654 0.532 -0.021
C2 0.704 0.553 -0.029
H1 -1.210 1.559 0.159
H2 1.387 1.387 -0.004
F1 -1.496 -0.505 -0.001
F2 1.443 -0.545 0.017

---

If we sort the structures by their calculated energies, the order from most to least stable is *w*, *x*.

---

*w*
DFT (the ωB97M-V functional and the def2-TZVPD basis) results for a molecular structure, C3H3O4Rb.

Calculated values
HOMO-LUMO gap	5.672	eV
LUMO	-1.477	eV

Element x y z (Å)
C1 -2.668 0.479 0.250
C2 -3.916 0.808 -0.567
O1 -4.635 1.711 -0.234
O2 -2.199 -0.638 0.217
H1 -2.413 1.201 1.051
H2 2.348 1.396 -0.399
H3 -4.184 0.066 -1.348
Rb1 0.939 -2.639 1.058
O3 3.111 -0.380 0.225
O4 4.367 1.282 -0.575
C3 3.286 0.769 -0.278

---

*x*
DFT (the ωB97M-V functional and the def2-TZVPD basis) results for a molecular structure, C3H3O4Rb.

Calculated values
HOMO-LUMO gap	6.371	eV
LUMO	-0.574	eV

Element x y z (Å)
O1 -3.004 0.165 0.419
C1 -3.084 -1.031 0.662
C2 -1.926 -1.958 0.440
O2 -0.838 -1.347 -0.095
Rb1 -0.603 1.424 -0.933
H1 -4.015 -1.450 1.095
H2 -2.353 -2.796 -0.167
H3 -1.750 -2.428 1.441
O3 2.302 0.535 0.670
C3 2.393 -0.480 1.250
O4 2.631 -1.286 2.047

---

If we sort the structures by their calculated energies, the order from most to least stable is *x*, *w*.

---

*w*
DFT (the ωB97M-V functional and the def2-TZVPD basis) results for a molecular structure, C3H10NO2.

Calculated values
HOMO-LUMO gap (alpha / beta)	10.760 / 6.980	eV
⟨S²⟩	0.756
spin multiplicity	2
LUMO (alpha / beta)	0.804 / -2.962	eV

Element x y z (Å)
C1 0.603 0.772 0.153
O1 -0.351 0.978 -0.755
C2 0.681 -0.834 0.388
C3 -0.731 -1.217 0.863
N1 1.363 -1.576 -0.723
H1 0.686 1.058 1.178
H2 1.649 1.089 -0.175
H3 1.298 -1.065 1.284
H4 -1.603 -0.852 0.174
H5 -0.920 -2.360 0.809
H6 -0.828 -0.915 1.962
H7 0.997 -2.484 -0.821
H8 1.107 -0.982 -1.524
H9 -1.836 3.359 -0.663
H10 -0.969 2.015 -0.920
O2 -1.148 3.015 -1.231

---

*x*
DFT (the ωB97M-V functional and the def2-TZVPD basis) results for a single C3H10NO2 molecule.

Calculated values
HOMO-LUMO gap (alpha / beta)	3.733 / 10.937	eV
⟨S²⟩	0.750
spin multiplicity	2
LUMO (alpha / beta)	0.657 / 0.417	eV

Element x y z (Å)
C1 0.749 0.621 0.930
O1 1.696 1.501 0.397
C2 0.360 -0.337 -0.212
C3 -0.542 -1.368 0.279
O2 -1.887 -1.067 -0.044
N1 -0.308 0.549 -1.319
H1 -0.064 1.287 1.303
H2 1.106 0.205 1.852
H3 2.465 1.722 0.936
H4 1.457 -0.774 -0.561
H5 -0.355 -2.298 -0.284
H6 -0.339 -1.492 1.340
H7 -2.508 -1.746 0.395
H8 0.292 1.302 -1.614
H9 -0.639 -0.036 -2.042
H10 -1.135 1.020 -0.903

---

If we sort the structures by their calculated energies, the order from most to least stable is *w*, *x*.

---

*w*
DFT (the ωB97M-V functional and the def2-TZVPD basis) results for a single C3H9N2O molecule.

Calculated values
HOMO-LUMO gap (alpha / beta)	3.160 / 8.682	eV
⟨S²⟩	0.753
spin multiplicity	2
LUMO (alpha / beta)	0.235 / 0.191	eV

Element x y z (Å)
N1 -1.672 -0.774 0.300
C1 -0.177 -0.649 0.280
C2 0.433 -1.503 -0.933
C3 0.407 0.679 0.040
N2 1.586 1.090 0.536
O1 -0.441 1.545 -0.318
H1 -1.895 -1.060 1.246
H2 -2.147 -1.317 -0.520
H3 -2.072 0.243 0.337
H4 0.266 -0.984 1.234
H5 1.488 -1.439 -0.840
H6 -0.005 -1.122 -1.882
H7 0.341 -2.668 -0.753
H8 1.965 2.006 0.441
H9 2.213 0.599 1.102

---

*x*
DFT (the ωB97M-V functional and the def2-TZVPD basis) results for 2 unconnected molecules or ions with the total composition C3H9N2O.

Calculated values
HOMO-LUMO gap (alpha / beta)	9.638 / 7.282	eV
⟨S²⟩	0.781
spin multiplicity	2
LUMO (alpha / beta)	0.808 / -1.546	eV

Element x y z (Å)
C1 -2.491 -1.592 0.541
O1 -1.636 -0.826 1.340
H1 -3.011 -2.347 1.157
H2 -3.234 -0.901 0.053
H3 -1.913 -2.094 -0.271
C2 1.841 0.583 -0.143
C3 0.711 0.940 -0.823
N1 -0.422 0.243 -0.647
N2 2.953 1.469 -0.149
H4 1.852 -0.248 0.583
H5 0.683 1.882 -1.405
H6 -1.131 0.349 -1.370
H7 -1.054 -0.313 0.590
H8 3.794 0.892 -0.203
H9 3.057 1.963 0.746

---

If we sort the structures by their calculated energies, the order from most to least stable is *x*, *w*.